1) Computed, not measured: a structure of composition C28H47N2OPPdS3, with wB97M-V/def2-TZVPD.

Geometry as XYZ:
```
83
Properties=species:S:1:pos:R:3
Pd 0.073 0.279 0.270
S -2.107 -0.492 0.414
C -2.903 0.786 1.273
C -4.305 0.631 1.498
N -5.434 0.479 1.659
C -2.233 1.874 1.710
S -0.536 2.109 1.374
C -2.858 2.914 2.459
N -3.357 3.767 3.048
C 3.869 4.069 3.280
C 3.513 4.519 1.854
C 2.615 3.497 1.139
C 3.000 2.080 1.578
C 2.655 1.872 3.068
C 2.768 3.186 3.856
P 2.326 0.730 0.520
C 3.212 0.838 -1.095
C 2.453 1.738 -2.082
C 3.249 1.875 -3.375
C 4.580 2.616 -3.134
C 5.006 2.555 -1.664
C 4.724 1.180 -1.067
C 2.918 -0.873 1.221
C 4.427 -0.967 1.518
C 4.742 -2.157 2.439
C 3.780 -3.308 2.164
C 2.349 -2.908 2.562
C 2.116 -1.396 2.420
H 4.047 4.938 3.915
H 4.806 3.502 3.273
H 4.428 4.681 1.278
H 2.992 5.478 1.886
H 2.700 3.625 0.060
H 1.571 3.678 1.389
H 4.088 2.004 1.469
H 3.334 1.128 3.491
H 1.642 1.477 3.165
H 2.965 2.963 4.906
H 1.813 3.718 3.828
H 3.096 -0.187 -1.469
H 2.266 2.729 -1.660
H 1.470 1.309 -2.260
H 2.657 2.394 -4.131
H 3.443 0.872 -3.771
H 4.495 3.658 -3.448
H 5.362 2.172 -3.755
H 4.474 3.316 -1.087
H 6.067 2.793 -1.570
H 5.135 1.121 -0.060
H 5.265 0.428 -1.649
H 2.683 -1.543 0.384
H 4.787 -0.045 1.984
H 4.975 -1.077 0.579
H 4.646 -1.856 3.486
H 5.780 -2.464 2.301
H 4.083 -4.211 2.695
H 3.822 -3.553 1.097
H 2.157 -3.199 3.597
H 1.625 -3.449 1.948
H 2.435 -0.881 3.327
H 1.050 -1.190 2.308
C -1.642 -4.883 -2.553
C -0.633 -4.187 -3.458
C 0.367 -3.325 -2.692
S -0.413 -1.906 -1.900
O 0.704 -1.402 -0.978
C -0.429 -0.809 -3.336
C -1.286 0.437 -3.148
C -2.773 0.126 -3.045
H -2.287 -5.544 -3.131
H -2.280 -4.168 -2.032
H -1.136 -5.486 -1.797
H -1.151 -3.586 -4.210
H -0.059 -4.928 -4.018
H 1.186 -2.958 -3.314
H 0.793 -3.881 -1.854
H -0.811 -1.412 -4.165
H 0.623 -0.587 -3.531
H -1.094 1.083 -4.009
H -0.953 0.991 -2.266
H -3.126 -0.409 -3.930
H -3.350 1.046 -2.956
H -2.988 -0.478 -2.162
```

- HOMO energy: -7.32 eV
- M: 661.29 g/mol
- HOMO-LUMO gap: 7.25 eV

---

2) Computed, not measured: a structure of composition C28H47N2OPPdS3, with wB97M-V/def2-TZVPD.

Geometry as XYZ:
```
83
Properties=species:S:1:pos:R:3
Pd 0.339 -1.690 -0.335
S 1.901 -3.356 -1.089
C 2.832 -3.389 0.319
C 4.186 -3.897 0.215
N 5.260 -4.286 0.103
C 2.403 -2.910 1.550
S 0.820 -2.341 1.807
C 3.327 -2.899 2.660
N 4.053 -2.872 3.550
C -1.633 3.390 -2.585
C -0.436 2.721 -3.274
C 0.092 1.526 -2.469
C -0.067 1.794 -0.967
C -1.569 1.823 -0.609
C -2.417 2.375 -1.764
P 0.833 0.581 0.045
C 2.639 0.857 -0.126
C 3.297 0.144 -1.318
C 4.773 0.513 -1.390
C 4.964 2.009 -1.698
C 3.707 2.815 -1.370
C 3.081 2.349 -0.061
C 0.534 0.999 1.819
C 0.750 2.466 2.248
C 0.135 2.755 3.628
C 0.158 1.502 4.492
C -0.778 0.445 3.893
C -0.814 0.519 2.360
H -2.273 3.873 -3.326
H -1.286 4.188 -1.920
H 0.366 3.451 -3.414
H -0.721 2.379 -4.271
H 1.128 1.329 -2.743
H -0.470 0.621 -2.704
H 0.364 2.776 -0.737
H -1.713 2.434 0.286
H -1.902 0.814 -0.372
H -3.329 2.822 -1.362
H -2.734 1.550 -2.408
H 3.013 0.333 0.765
H 2.814 0.405 -2.261
H 3.175 -0.934 -1.203
H 5.270 -0.099 -2.144
H 5.243 0.254 -0.437
H 5.231 2.148 -2.747
H 5.800 2.405 -1.117
H 2.970 2.725 -2.175
H 3.947 3.878 -1.304
H 2.254 3.006 0.201
H 3.813 2.466 0.744
H 1.300 0.373 2.296
H 0.322 3.147 1.507
H 1.818 2.681 2.290
H -0.900 3.095 3.518
H 0.678 3.574 4.101
H -0.131 1.723 5.520
H 1.181 1.118 4.540
H -1.790 0.601 4.275
H -0.470 -0.553 4.208
H -1.599 1.206 2.036
H -1.075 -0.459 1.943
C -4.396 -0.707 1.156
C -4.776 -1.884 0.274
C -4.122 -1.818 -1.098
S -2.341 -2.091 -1.024
O -1.708 -0.998 -1.877
C -2.237 -3.587 -1.990
C -2.813 -4.793 -1.276
C -2.082 -5.125 0.018
H -4.804 -0.812 2.160
H -4.770 0.230 0.738
H -3.315 -0.609 1.257
H -5.858 -1.920 0.131
H -4.504 -2.824 0.763
H -4.179 -0.815 -1.527
H -4.561 -2.525 -1.803
H -1.163 -3.710 -2.179
H -2.737 -3.370 -2.938
H -2.747 -5.631 -1.974
H -3.883 -4.650 -1.092
H -1.013 -5.277 -0.154
H -2.490 -6.033 0.459
H -2.162 -4.326 0.760
```

- HOMO energy (alpha / beta): -7.44 / -7.44 eV
- M: 661.29 g/mol
- HOMO-LUMO gap (alpha / beta): 5.98 / 5.98 eV

---

1) has the most favorable energy; the next structure is 0.0552 hartree above.

---

1) Computed, not measured: a structure of composition C2HBr2FO, with wB97M-V/def2-TZVPD.

Geometry as XYZ:
```
7
Properties=species:S:1:pos:R:3
C -2.260 1.713 -0.588
C 0.800 -0.779 -0.002
O -2.581 1.485 0.465
F 0.801 -0.689 -1.389
Br 0.891 1.171 0.432
Br 2.358 -1.590 0.695
H -0.010 -1.312 0.389
```

- HOMO energy: -10.49 eV
- M: 219.84 g/mol
- HOMO-LUMO gap: 10.68 eV

---

2) Computed, not measured: a cluster of 2 separate species, C2HBr2FO in total, with wB97M-V/def2-TZVPD.

Geometry as XYZ:
```
7
Properties=species:S:1:pos:R:3
C 0.836 0.329 0.130
C -0.174 -0.677 0.346
O 1.375 1.021 0.962
F -0.908 -0.625 1.360
Br -1.954 1.631 -0.879
Br -0.354 -2.050 -0.890
H 1.180 0.371 -1.029
```

- HOMO energy (alpha / beta): -9.35 / -10.75 eV
- M: 219.84 g/mol
- HOMO-LUMO gap (alpha / beta): 5.79 / 8.66 eV

---

1) has the most favorable energy; the next structure is 0.0854 hartree above.

---

1) Computed, not measured: the molecule C3H6FN3, with wB97M-V/def2-TZVPD.

Geometry as XYZ:
```
13
Properties=species:S:1:pos:R:3
N -1.735 0.914 -1.495
C -1.628 -0.361 -0.744
C -0.688 -0.819 0.095
F -0.944 -2.013 0.669
C 0.575 -0.086 0.393
N 1.430 -0.556 1.209
N 2.762 -0.160 1.064
H -2.853 1.011 -1.789
H -1.344 1.727 -0.805
H -2.477 -0.966 -0.934
H 0.913 0.668 -0.390
H 2.812 0.895 0.742
H 3.175 -0.253 1.985
```

- HOMO energy: -8.16 eV
- M: 103.10 g/mol
- SMILES: N/C=C(F)\C=N\N
- HOMO-LUMO gap: 8.72 eV

---

2) Computed, not measured: a structure of composition C3H6FN3, with wB97M-V/def2-TZVPD.

Geometry as XYZ:
```
13
Properties=species:S:1:pos:R:3
C -0.055 -0.979 0.713
C -1.394 0.717 -0.473
C 1.469 0.570 -0.215
N -1.023 -1.555 -0.170
N -1.693 -0.713 -0.725
N 0.160 0.416 0.471
F -2.128 1.226 0.475
H -0.562 -1.143 1.695
H 0.845 -1.675 0.736
H -1.260 1.246 -1.436
H 2.319 0.827 0.494
H 1.820 -0.392 -0.739
H 1.502 1.456 -0.827
```

- HOMO energy: -9.32 eV
- M: 103.10 g/mol
- HOMO-LUMO gap: 9.94 eV

---

1) has the most favorable energy; the next structure is 0.0169 hartree above.

---

1) Computed, not measured: a structure of composition CH5OS2, with wB97M-V/def2-TZVPD.

Geometry as XYZ:
```
9
Properties=species:S:1:pos:R:3
O -1.009 -0.746 1.687
H -1.059 -1.307 0.887
C -0.029 1.042 0.022
S -1.633 0.388 0.793
S 1.798 -1.662 -2.091
H 0.923 0.783 0.492
H -0.277 2.106 0.094
H 0.020 0.685 -1.007
H 1.266 -1.289 -0.877
```

- HOMO energy: -2.70 eV
- M: 97.18 g/mol
- HOMO-LUMO gap: 5.88 eV
- Charge: -1

---

2) Computed, not measured: the ion CH5OS2 with charge -1, with wB97M-V/def2-TZVPD.

Geometry as XYZ:
```
9
Properties=species:S:1:pos:R:3
O 0.097 1.641 -1.320
H 0.693 1.410 -2.074
C 0.507 0.329 0.972
S -0.385 0.134 -0.793
S -1.656 -1.791 -0.274
H 0.429 -0.518 1.702
H 0.103 1.267 1.410
H 1.562 0.571 0.617
H -1.350 -3.043 -0.241
```

- HOMO energy: -2.71 eV
- M: 97.18 g/mol
- HOMO-LUMO gap: 6.43 eV
- Charge: -1

---

1) has the most favorable energy; the next structure is 0.0040 hartree above.

---

1) Computed, not measured: a cluster of 17 separate species, H35O17 in total, with wB97M-V/def2-TZVPD.

Geometry as XYZ:
```
52
Properties=species:S:1:pos:R:3
O -1.229 -4.174 0.926
H 0.988 1.630 2.656
H -1.505 -5.072 0.682
O 1.686 3.620 0.835
H -0.821 -0.516 -1.446
H 1.658 3.541 -3.144
O -3.152 1.571 3.018
H -3.756 1.293 3.590
H 0.997 -2.399 -4.765
O -1.562 3.557 3.617
H -2.327 2.769 3.466
H 3.254 -3.301 -1.760
O 0.106 -2.120 -4.412
H 2.550 -2.457 2.344
O 1.668 -0.618 -0.335
H 1.756 -0.075 0.419
H -0.393 -2.958 4.068
O 0.257 1.740 -2.210
H 1.791 -1.531 0.125
H -1.566 -3.800 -2.567
O 1.551 -1.983 2.524
H -1.782 -3.600 0.296
H 1.097 -2.526 3.177
O -1.517 -0.081 -2.091
H 0.464 3.442 -1.949
H -1.474 -0.578 -3.010
O -0.755 -2.623 3.282
H -1.238 -0.280 -0.253
H -1.239 -3.457 3.043
O -2.542 3.885 0.378
H 4.990 1.148 -2.072
H -0.267 1.623 1.566
O -1.897 -3.686 -1.649
H -3.079 3.592 -0.391
H -2.453 -2.798 -1.697
O 4.217 1.455 -1.692
H 3.376 1.137 -1.565
H -0.742 1.650 -2.524
O 0.101 1.734 2.432
H 0.804 1.264 -2.823
H 1.716 2.751 0.369
O 3.209 -4.173 -2.162
H -2.603 0.946 2.669
H 2.043 4.142 0.077
O 1.300 3.907 -2.245
H -0.632 3.032 3.218
H -1.901 3.986 2.855
O -0.805 0.075 0.557
H -0.457 -0.891 0.782
H -0.382 -2.946 -4.383
H -1.757 3.288 0.497
H 2.253 -4.133 -2.326
```

- HOMO energy: -12.59 eV
- M: 307.26 g/mol
- HOMO-LUMO gap: 9.61 eV
- Charge: +1

---

2) Computed, not measured: a cluster of 17 separate species, H35O17 in total, with wB97M-V/def2-TZVPD.

Geometry as XYZ:
```
52
Properties=species:S:1:pos:R:3
O 2.012 0.373 -1.520
H 2.852 -0.096 -1.585
H 1.400 0.454 -2.264
O 1.940 2.108 0.362
H 1.015 1.993 0.896
H 2.472 1.662 1.143
O 0.906 -3.858 0.748
H 0.944 -4.773 0.434
H 0.836 -3.394 -0.108
O -3.067 -1.112 -0.382
H -3.907 -1.161 0.071
H -2.856 -3.661 -1.612
O 4.655 -1.950 2.095
H -1.423 -2.200 -5.275
O 3.317 0.943 2.236
H 4.162 1.412 2.157
H 3.629 0.061 1.964
O -2.818 0.127 -4.504
H -2.138 0.041 -5.173
H -2.837 1.024 -4.139
O -0.947 -2.209 -4.438
H 4.987 -2.401 2.893
H -1.606 -2.157 -3.736
O -2.377 -0.701 2.514
H 0.516 2.022 5.281
H -1.549 -0.561 2.994
O -4.118 0.806 1.092
H -4.502 1.455 1.691
H -3.520 0.281 1.691
O 4.163 3.308 1.846
H 4.091 3.968 1.160
H 3.833 3.540 2.711
O -0.086 1.421 1.674
H -0.268 1.822 2.537
H -0.877 1.525 1.077
O -0.620 -1.783 -0.070
H -0.779 -0.848 -0.002
H -1.034 -2.178 -0.845
O 1.352 1.743 -3.862
H 0.627 1.369 -4.383
H 1.212 1.998 4.008
O -2.196 -3.682 -2.308
H -1.864 -4.564 -2.493
H 1.927 1.294 -0.272
O 0.325 2.211 4.340
H -3.095 -0.512 -1.142
H 0.988 2.552 -3.463
O -2.035 2.002 -0.051
H -2.609 1.427 0.543
H -2.700 2.623 -0.349
H 3.798 -2.381 1.949
H -2.131 -1.381 1.867
```

- HOMO energy: -13.20 eV
- M: 307.26 g/mol
- HOMO-LUMO gap: 10.67 eV
- Charge: +1

---

2) has the most favorable energy; the next structure is 0.2087 hartree above.